*A*
Computed, not measured: 6 unconnected molecules or ions with the total composition H12O6, with wB97M-V/def2-TZVPD.

Geometry (Å):
O  -8.36  -17.48  -12.37
H  -8.27  -16.52  -12.39
H  -8.02  -17.72  -11.51
O  -10.43  -21.58  -11.90
H  -11.38  -21.59  -11.77
H  -10.28  -20.83  -12.47
O  -8.29  -22.09  -7.82
H  -8.15  -23.00  -7.55
H  -8.76  -22.15  -8.65
O  -3.84  -15.76  -14.79
H  -3.40  -16.33  -14.16
H  -3.45  -14.90  -14.65
O  -8.31  -12.22  -16.81
H  -8.33  -13.16  -16.96
H  -7.67  -11.88  -17.43
O  -8.83  -12.88  -12.01
H  -9.65  -12.61  -11.59
H  -8.88  -12.51  -12.89

E_LUMO, eV: 0.6
2S+1: 1

Atom charges from the natural (NBO) analysis, given in e for atoms 1 to 2: -0.943, 0.474

---

*B*
Computed, not measured: 6 unconnected molecules or ions with the total composition H12O6, with wB97M-V/def2-TZVPD.

Geometry (Å):
O  0.73  0.65  -0.55
H  1.32  1.24  -0.10
H  -0.12  1.04  -0.76
O  1.34  -0.77  1.49
H  0.83  -0.65  0.68
H  2.14  -1.21  1.25
O  1.21  2.07  1.93
H  1.29  1.13  2.14
H  1.36  2.60  2.71
O  -1.33  -2.35  0.14
H  -1.21  -2.25  1.10
H  -1.75  -3.21  0.13
O  -1.26  2.58  0.65
H  -0.47  2.44  1.20
H  -1.90  1.83  0.71
O  -0.72  -2.01  -3.87
H  0.21  -2.24  -3.70
H  -1.21  -2.19  -3.05

E_LUMO, eV: 0.4
2S+1: 1

Atom charges from the natural (NBO) analysis, given in e for atoms 1 to 2: -0.977, 0.495

---

It is *B* that is the most stable of them.

---

*A*
Computed, not measured: a single C2H4INOS molecule, with wB97M-V/def2-TZVPD.

Geometry (Å):
C  0.06  -0.97  -0.16
C  -0.11  1.25  0.42
N  -0.71  0.22  0.18
O  1.35  -1.06  0.27
S  2.54  -0.14  -0.45
I  -3.10  0.08  -0.62
H  -0.45  -1.71  0.22
H  0.03  -1.07  -1.25
H  1.04  1.18  0.67
H  -0.65  2.22  0.72

E_LUMO (spin up / spin down), eV: -2.3 / -1.4
2S+1: 1

Atom charges from the natural (NBO) analysis, given in e for atoms 1 to 2: 0.068, -0.005

---

*B*
Computed, not measured: a single C2H4INOS molecule, with wB97M-V/def2-TZVPD.

Geometry (Å):
C  -0.20  -1.22  -0.46
C  0.20  1.90  0.85
N  -0.45  -0.03  -0.05
O  0.36  0.50  0.87
S  -1.28  -2.11  -1.56
I  0.21  -3.96  -2.11
H  0.69  -1.87  -0.21
H  0.15  2.34  -0.12
H  1.04  2.33  1.43
H  -0.72  2.11  1.36

E_LUMO, eV: -1.1
2S+1: 1

Atom charges from the natural (NBO) analysis, given in e for atoms 1 to 2: -0.134, -0.248

---

*C*
Computed, not measured: a single C2H4INOS molecule, with wB97M-V/def2-TZVPD.

Geometry (Å):
C  -0.51  -0.29  -0.37
C  1.75  -0.83  -0.40
N  0.70  -0.52  -1.03
O  -0.33  0.93  0.34
S  -1.38  2.11  0.40
I  -2.86  1.67  2.21
H  -1.28  -0.12  -1.06
H  -0.87  -1.17  0.14
H  1.99  -0.99  0.70
H  2.78  -0.80  -0.92

E_LUMO, eV: -0.4
2S+1: 1

Atom charges from the natural (NBO) analysis, given in e for atoms 1 to 2: 0.066, -0.007

---

It is *C* that is the most stable of them.